[1]
Formula: C23H41F4N2O6P2Pd
Source: the OMol25 dataset
Level of theory: ωB97M-V with the def2-TZVPD basis set

Positions of all 79 atoms, in Å:
Pd: -0.48 -0.44 0.06
C: -0.19 2.82 0.05
N: 0.57 1.66 0.47
C: 1.91 1.69 -0.09
C: 0.57 1.54 1.92
C: 1.32 0.33 2.46
N: 0.94 -0.89 1.76
C: 1.32 -2.05 2.30
C: 0.98 -3.29 1.66
F: 0.35 -3.27 0.47
C: 1.28 -4.52 2.18
F: 0.89 -5.61 1.48
C: 1.97 -4.70 3.37
C: 2.36 -3.53 3.99
F: 3.06 -3.60 5.14
C: 2.07 -2.27 3.49
F: 2.58 -1.23 4.21
H: 0.26 3.75 0.45
H: -1.22 2.73 0.41
H: -0.22 2.86 -1.04
H: 2.50 2.54 0.30
H: 1.83 1.78 -1.17
H: 2.43 0.76 0.14
H: -0.48 1.49 2.23
H: 1.01 2.45 2.39
H: 1.08 0.30 3.53
H: 2.40 0.52 2.39
H: 2.19 -5.67 3.77
C: -4.83 -1.01 2.98
C: -3.50 -0.79 2.28
C: -2.41 -1.69 2.82
O: -3.69 -1.09 0.88
P: -3.39 -0.02 -0.26
O: -3.13 1.35 0.22
C: -2.21 -0.85 -1.32
P: -1.57 -0.03 -2.78
O: -0.77 1.20 -2.65
O: -2.79 0.29 -3.76
C: -3.84 -0.61 -4.17
C: -3.39 -1.44 -5.36
C: -5.03 0.27 -4.50
O: -0.86 -1.26 -3.52
C: 0.54 -1.39 -3.84
C: 1.37 -1.56 -2.58
C: 1.02 -0.24 -4.72
O: -4.76 -0.09 -1.13
C: -6.04 -0.40 -0.56
C: -6.87 -1.07 -1.63
C: -6.67 0.87 -0.04
H: -4.73 -0.84 4.05
H: -5.16 -2.04 2.83
H: -5.60 -0.34 2.59
H: -3.21 0.26 2.36
H: -2.71 -2.74 2.76
H: -2.19 -1.44 3.86
H: -1.49 -1.56 2.23
H: -2.71 -1.76 -1.66
H: -1.34 -1.57 -0.66
H: -4.09 -1.26 -3.33
H: -3.10 -0.78 -6.18
H: -4.21 -2.08 -5.69
H: -2.54 -2.07 -5.10
H: -4.78 0.92 -5.34
H: -5.29 0.88 -3.64
H: -5.89 -0.35 -4.78
H: 0.58 -2.31 -4.42
H: 1.26 -0.70 -1.92
H: 2.43 -1.66 -2.85
H: 1.07 -2.44 -2.02
H: 1.02 0.69 -4.16
H: 0.37 -0.13 -5.59
H: 2.03 -0.46 -5.07
H: -5.88 -1.10 0.26
H: -7.03 -0.39 -2.47
H: -7.84 -1.35 -1.22
H: -6.38 -1.97 -2.00
H: -6.82 1.58 -0.86
H: -6.02 1.35 0.70
H: -7.64 0.66 0.42

Calculated values
LUMO   2.54 eV
HOMO-LUMO gap   6.186 eV
Energy relative to the best compared isomer or geometry (same formula, charge and spin)   126.0 kJ/mol
Calculated total energy   -72714.5323 eV
Total charge   -1

---

[2]
Formula: C23H41IN3O3PdSSi
Source: the OMol25 dataset
Level of theory: ωB97M-V with the def2-TZVPD basis set

Positions of all 74 atoms, in Å:
Pd: -0.87 -0.97 0.81
C: 4.15 -0.67 0.18
C: 3.01 -1.57 -0.31
C: 3.23 -1.96 -1.77
C: 2.96 -2.82 0.56
O: 1.73 -0.97 -0.19
Si: 1.19 0.60 -0.36
S: -0.78 0.83 -0.91
O: 1.72 1.42 1.00
C: 1.28 1.44 2.35
C: 0.12 2.41 2.49
C: 2.48 1.94 3.15
C: 0.89 0.05 2.85
O: 2.25 1.18 -1.52
C: 2.52 2.50 -1.97
C: 1.47 3.51 -1.51
C: 3.89 2.90 -1.42
C: 2.55 2.44 -3.49
H: 5.08 -1.24 0.18
H: 3.94 -0.32 1.19
H: 4.27 0.20 -0.46
H: 4.19 -2.46 -1.90
H: 3.20 -1.06 -2.39
H: 2.42 -2.63 -2.09
H: 3.89 -3.39 0.47
H: 2.12 -3.46 0.27
H: 2.82 -2.55 1.61
H: 0.42 3.40 2.12
H: -0.20 2.49 3.53
H: -0.73 2.06 1.90
H: 2.81 2.91 2.76
H: 3.31 1.24 3.08
H: 2.21 2.07 4.21
H: -0.04 -0.29 2.35
H: 0.64 0.08 3.92
H: 1.68 -0.67 2.68
H: 1.44 3.56 -0.42
H: 0.48 3.22 -1.86
H: 1.72 4.50 -1.91
H: 3.88 2.81 -0.33
H: 4.12 3.93 -1.70
H: 4.67 2.25 -1.82
H: 1.57 2.14 -3.86
H: 3.29 1.71 -3.82
H: 2.80 3.42 -3.91
N: -2.78 0.38 2.51
C: -3.65 0.39 1.76
N: -4.63 0.39 0.84
C: -4.57 1.53 -0.11
C: -5.70 1.38 -1.12
C: -5.54 0.10 -1.96
C: -4.77 -0.97 -1.19
C: -5.10 -0.90 0.29
H: -3.60 1.56 -0.61
H: -4.68 2.45 0.46
H: -5.73 2.26 -1.75
H: -6.64 1.34 -0.57
H: -5.00 0.34 -2.89
H: -6.52 -0.27 -2.25
H: -3.69 -0.81 -1.28
H: -4.98 -1.97 -1.57
H: -4.60 -1.70 0.84
H: -6.17 -0.98 0.46
I: 0.18 -4.35 3.36
C: -0.62 -3.85 1.50
C: -0.22 -4.51 0.38
C: -0.80 -4.12 -0.86
C: -1.74 -3.14 -0.87
N: -2.25 -2.54 0.25
C: -1.64 -2.84 1.45
H: 0.50 -5.32 0.43
H: -0.49 -4.59 -1.78
H: -2.19 -2.82 -1.80
H: -2.19 -2.59 2.35

Calculated values
LUMO   2.38 eV
HOMO-LUMO gap   6.151 eV
Energy relative to the best compared isomer or geometry (same formula, charge and spin)   43.2 kJ/mol
Calculated total energy   -65429.2469 eV
Total charge   -1

---

[3]
Formula: C23H41N2P3RhSe
Source: the OMol25 dataset
Level of theory: ωB97M-V with the def2-TZVPD basis set

Positions of all 71 atoms, in Å:
Rh: 0.88 0.39 -1.06
P: 1.12 -1.47 0.86
P: 1.67 2.06 0.10
P: 1.60 -0.70 -2.88
H: -3.31 0.65 -0.94
C: -2.80 -0.26 -1.19
C: -2.15 -0.96 -0.22
H: -1.98 -0.52 0.76
C: 0.20 -1.38 2.41
C: 2.85 -1.32 1.38
C: 0.99 -3.28 0.45
C: 1.26 3.66 -0.64
C: 1.10 2.10 1.82
C: 3.45 1.81 -0.12
C: 0.73 -2.09 -3.68
C: 3.26 -1.26 -2.39
C: 1.81 0.61 -4.07
H: -2.59 -0.51 -2.23
H: -1.64 -1.92 -0.35
H: -0.83 -1.70 2.27
H: 0.20 -0.35 2.78
H: 0.71 -2.03 3.14
H: 2.95 -0.42 2.00
H: 3.56 -1.29 0.55
H: 3.05 -2.20 2.00
H: -0.03 -3.50 0.11
H: 1.20 -3.84 1.38
H: 1.69 -3.57 -0.35
H: 1.85 4.43 -0.15
H: 0.18 3.88 -0.51
H: 1.47 3.65 -1.71
H: 1.39 3.05 2.28
H: 1.52 1.29 2.42
H: 0.01 2.04 1.84
H: 3.91 2.75 0.17
H: 3.64 1.61 -1.18
H: 3.82 0.98 0.49
H: 1.23 -2.31 -4.64
H: -0.31 -1.82 -3.89
H: 0.74 -2.99 -3.05
H: 3.91 -1.53 -3.23
H: 3.19 -2.13 -1.73
H: 3.73 -0.46 -1.83
H: 2.00 0.23 -5.07
H: 2.64 1.26 -3.78
H: 0.88 1.18 -4.05
C: -2.28 2.12 -3.66
C: -3.43 1.33 -3.84
C: -4.21 1.44 -5.01
C: -3.88 2.39 -5.99
C: -2.71 3.15 -5.84
C: -1.89 2.99 -4.71
Se: -1.33 2.11 -2.01
H: 1.19 -1.25 -0.70
H: -3.74 0.63 -3.08
H: -5.08 0.78 -5.11
H: -4.53 2.51 -6.86
H: -2.45 3.87 -6.61
H: -0.97 3.55 -4.61
N: -2.56 -2.03 7.17
C: -2.37 -1.19 6.36
C: -2.15 -0.16 5.35
C: -1.13 0.80 5.57
C: -0.89 1.71 4.53
N: -1.53 1.66 3.36
C: -2.57 0.84 3.21
C: -2.90 -0.12 4.18
H: -0.56 0.84 6.51
H: -0.11 2.49 4.66
H: -3.15 0.92 2.30
H: -3.71 -0.82 4.02

Calculated values
LUMO (alpha / beta)   -8.65 / -12.39 eV
HOMO-LUMO gap (alpha / beta)   7.812 / 4.412 eV
Energy relative to the best compared isomer or geometry (same formula, charge and spin)   165.2 kJ/mol
Calculated total energy   -123685.8491 eV
Spin multiplicity   5
Total charge   +3

---

[4]
Formula: C23H42BrClN3O14S
Source: the OMol25 dataset
Level of theory: ωB97M-V with the def2-TZVPD basis set

Positions of all 85 atoms, in Å:
C: -2.09 -1.72 -0.24
C: -0.97 -2.65 0.18
O: -0.01 -2.81 -0.87
C: 1.28 -2.33 -0.58
C: 2.19 -2.72 -1.73
O: 2.18 -1.82 -2.89
N: 2.48 -0.53 -2.51
C: 3.85 -0.28 -2.05
C: 4.05 -0.13 -0.55
O: 3.24 0.35 0.18
C: 1.54 0.39 -2.64
N: 0.30 0.22 -3.13
C: -0.01 -0.72 -4.26
Br: -0.71 0.30 -5.74
C: -0.95 -1.87 -3.89
C: -0.47 -3.23 -4.43
C: -0.40 1.51 -2.91
C: 0.47 2.12 -1.82
O: 0.35 1.40 -0.61
S: 0.26 3.88 -1.53
N: 1.85 1.72 -2.27
C: 2.34 2.42 -3.48
C: 2.74 3.86 -3.25
O: 2.47 4.72 -3.98
Cl: 3.84 4.07 -1.91
H: -2.63 -2.10 -1.12
H: -2.82 -1.64 0.58
H: -1.73 -0.70 -0.43
H: -0.48 -2.26 1.08
H: -1.36 -3.64 0.44
H: 1.27 -1.25 -0.40
H: 1.68 -2.81 0.34
H: 3.23 -2.89 -1.41
H: 1.83 -3.66 -2.15
H: 4.45 -1.13 -2.41
H: 4.25 0.61 -2.55
H: 5.02 -0.51 -0.18
H: 0.95 -1.10 -4.59
H: -1.95 -1.64 -4.26
H: -1.00 -1.90 -2.79
H: -1.21 -3.67 -5.11
H: 0.47 -3.16 -4.98
H: -0.35 -3.95 -3.61
H: -0.38 2.11 -3.82
H: -1.45 1.40 -2.62
H: -0.59 1.18 -0.48
H: -0.76 4.02 -2.38
H: 1.65 2.40 -4.33
H: 3.27 1.92 -3.79
C: -6.87 0.96 1.14
O: -6.15 1.95 1.89
C: -4.83 1.79 1.90
O: -4.22 0.91 1.35
O: -4.30 2.76 2.64
C: -2.87 2.72 2.75
H: -7.92 1.24 1.23
H: -6.57 0.98 0.10
H: -6.70 -0.03 1.56
H: -2.40 2.81 1.77
H: -2.55 1.79 3.22
H: -2.60 3.56 3.37
C: -3.76 5.71 5.64
O: -3.06 6.70 6.40
C: -1.74 6.55 6.40
O: -1.13 5.68 5.82
O: -1.20 7.51 7.14
C: 0.23 7.47 7.23
H: -4.82 5.96 5.72
H: -3.45 5.74 4.60
H: -3.58 4.72 6.06
H: 0.68 7.57 6.25
H: 0.55 6.54 7.69
H: 0.50 8.31 7.86
C: 5.03 -7.24 1.97
O: 4.36 -6.40 1.02
C: 3.13 -6.80 0.71
O: 2.55 -7.75 1.16
O: 2.62 -5.93 -0.18
C: 1.29 -6.25 -0.59
H: 6.01 -6.80 2.11
H: 4.49 -7.27 2.91
H: 5.13 -8.25 1.57
H: 0.61 -6.24 0.26
H: 1.24 -7.23 -1.08
H: 1.00 -5.48 -1.29

Calculated values
LUMO   -2.98 eV
HOMO-LUMO gap   9.278 eV
Calculated total energy   -151058.4682 eV
Total charge   +1

---

[5]
Formula: C23H42CsN4OV
Source: the OMol25 dataset
Level of theory: ωB97M-V with the def2-TZVPD basis set

Positions of all 72 atoms, in Å:
N: -2.04 -0.39 0.12
C: -2.80 -1.35 0.02
O: -3.55 -2.27 -0.04
Cs: -2.32 3.54 0.99
V: -0.13 0.02 0.20
N: 0.06 1.72 -0.75
N: 0.57 -1.34 -0.87
C: -0.43 2.30 -2.03
C: 0.14 -2.25 -1.96
C: -0.25 3.83 -2.00
C: 0.39 1.80 -3.25
C: -1.92 1.96 -2.21
C: -0.39 -3.57 -1.38
C: 1.30 -2.59 -2.91
C: -0.98 -1.63 -2.79
H: -0.50 4.30 -1.03
H: -0.86 4.31 -2.78
H: 0.80 4.11 -2.19
H: 1.40 2.24 -3.26
H: -0.11 2.13 -4.17
H: 0.48 0.71 -3.29
H: -2.21 1.00 -1.75
H: -2.14 1.89 -3.28
H: -2.59 2.74 -1.81
H: 0.37 -4.07 -0.77
H: -0.67 -4.24 -2.21
H: -1.29 -3.40 -0.78
H: 2.05 -3.22 -2.42
H: 1.77 -1.68 -3.29
H: 0.90 -3.16 -3.76
H: -1.20 -2.32 -3.62
H: -0.67 -0.68 -3.22
H: -1.90 -1.50 -2.22
C: 1.52 1.81 -0.56
H: 1.85 1.07 0.21
H: 2.11 1.62 -1.47
H: 1.83 2.80 -0.18
C: 1.95 -1.55 -0.39
H: 2.09 -1.08 0.60
H: 2.19 -2.62 -0.28
H: 2.71 -1.11 -1.06
C: 1.14 2.09 6.63
C: 0.88 2.15 5.15
C: 0.78 3.39 4.52
C: 0.54 3.48 3.15
C: 0.46 4.83 2.46
C: 0.31 2.31 2.42
C: 0.42 1.02 3.01
C: 0.75 0.99 4.39
N: 0.16 -0.12 2.22
C: 0.13 -1.44 2.92
C: 1.54 -1.80 3.42
C: -0.94 -1.46 4.02
C: -0.27 -2.57 1.98
H: 2.03 2.69 6.90
H: 0.30 2.50 7.21
H: 1.31 1.06 6.96
H: 0.90 4.31 5.10
H: -0.50 5.35 2.66
H: 1.24 5.51 2.81
H: 0.61 4.77 1.36
H: 0.20 2.37 1.32
H: 0.88 0.05 4.93
H: 2.08 -0.97 3.88
H: 1.46 -2.61 4.16
H: 2.17 -2.16 2.59
H: -1.93 -1.33 3.57
H: -0.90 -2.44 4.52
H: -0.83 -0.69 4.78
H: -1.29 -2.46 1.59
H: 0.41 -2.69 1.14
H: -0.25 -3.51 2.55

Calculated values
LUMO (alpha / beta)   -8.04 / -8.05 eV
HOMO-LUMO gap (alpha / beta)   5.748 / 5.735 eV
Energy relative to the best compared isomer or geometry (same formula, charge and spin)   0.0 kJ/mol
Calculated total energy   -58761.5989 eV
Total charge   +2

---

[6]
Formula: C23H42CuN3OP2
Source: the OMol25 dataset
Level of theory: ωB97M-V with the def2-TZVPD basis set

Positions of all 72 atoms, in Å:
Cu: -0.16 0.19 -0.34
P: 1.77 0.92 -1.39
P: -2.13 -0.97 -0.06
N: -1.00 0.63 -2.27
C: 1.02 2.05 -2.63
H: 1.28 3.08 -2.38
H: 1.42 1.83 -3.63
C: -0.50 1.95 -2.70
H: -0.98 2.68 -2.03
H: -0.86 2.19 -3.73
C: -2.49 0.47 -2.41
H: -2.70 -0.38 -3.09
H: -2.90 1.38 -2.87
C: -3.12 0.24 -1.04
H: -4.15 -0.11 -1.17
H: -3.14 1.19 -0.48
C: -3.12 -0.95 1.52
C: -2.52 0.12 2.43
H: -2.61 1.13 2.00
H: -1.45 -0.08 2.59
H: -3.01 0.12 3.40
C: -2.59 -2.55 -0.90
C: -1.84 -3.76 -0.32
H: -1.68 -4.49 -1.12
H: -2.43 -4.26 0.47
H: -0.86 -3.50 0.09
C: 2.88 -0.16 -2.44
C: 3.91 -0.95 -1.61
H: 4.29 -1.76 -2.24
H: 3.48 -1.40 -0.71
H: 4.77 -0.33 -1.34
C: 2.88 2.03 -0.41
C: 3.59 1.28 0.72
H: 3.99 2.02 1.43
H: 4.42 0.66 0.37
H: 2.87 0.66 1.27
C: 0.74 -1.54 -0.41
C: -4.12 -2.78 -0.97
H: -4.71 -2.06 -0.39
H: -4.46 -2.71 -2.01
H: -4.38 -3.78 -0.61
C: 3.55 0.55 -3.63
H: 4.55 0.14 -3.80
H: 2.98 0.38 -4.55
H: 3.65 1.63 -3.50
C: 3.88 2.85 -1.23
H: 4.39 3.54 -0.55
H: 4.64 2.22 -1.70
H: 3.39 3.46 -2.00
C: -3.19 -2.30 2.24
H: -2.19 -2.72 2.39
H: -3.63 -2.14 3.23
H: -3.81 -3.03 1.71
H: -4.13 -0.63 1.23
H: 2.15 2.72 0.06
H: -2.23 -2.40 -1.93
H: 2.16 -0.89 -2.84
O: 1.28 -1.99 0.57
H: -0.50 -0.19 -2.68
H: 0.69 -2.06 -1.44
N: -1.56 0.86 7.09
C: -0.94 0.94 6.10
C: -0.17 1.02 4.88
C: -0.31 2.13 4.03
C: 0.41 2.12 2.83
N: 1.20 1.11 2.48
C: 1.35 0.07 3.30
C: 0.69 -0.01 4.52
H: -0.95 2.97 4.29
H: 0.31 2.96 2.14
H: 2.03 -0.73 2.98
H: 0.87 -0.88 5.16

Calculated values
LUMO (alpha / beta)   -2.56 / -3.31 eV
HOMO-LUMO gap (alpha / beta)   7.101 / 7.924 eV
Energy relative to the best compared isomer or geometry (same formula, charge and spin)   14.9 kJ/mol
Calculated total energy   -94260.0500 eV
Spin multiplicity   2
Total charge   +1